[1]
{"formula": "C28H70AsFeN2O5SSi4", "method": "ωB97M-V/def2-TZVPD", "relative_energy_ev": 1.3920, "total_charge": 2, "s_squared": 8.765, "gap_ev": [7.91, 3.43], "homo_ha": [-0.4496, -0.4490], "spin_multiplicity": 6, "elements": ["Fe", "C", "C", "C", "C", "O", "Si", "S", "O", "C", "C", "C", "C", "O", "C", "C", "C", "C", "H", "H", "H", "H", "H", "H", "H", "H", "H", "H", "H", "H", "H", "H", "H", "H", "H", "H", "H", "H", "H", "H", "H", "H", "H", "H", "H", "C", "O", "C", "C", "O", "C", "H", "H", "H", "H", "H", "H", "H", "H", "H", "H", "C", "Si", "C", "C", "As", "Si", "C", "C", "C", "Si", "C", "C", "C", "H", "H", "H", "H", "H", "H", "H", "H", "H", "H", "H", "H", "H", "H", "H", "H", "H", "H", "H", "H", "H", "H", "H", "H", "H", "H", "H", "C", "N", "C", "C", "N", "H", "H", "H", "H", "H", "H"], "xyz": [[1.19403, 0.12181, -0.64726], [-0.70007, 0.44731, 1.92544], [0.60983, 0.20421, 2.68154], [0.62632, -1.17909, 3.32354], [0.80642, 1.29081, 3.73574], [1.62382, 0.27591, 1.66974], [3.26562, 0.12421, 1.75184], [3.47562, 0.03441, -0.40656], [3.58392, -1.29069, 2.41284], [4.75712, -2.10389, 2.56444], [5.32972, -2.41589, 1.18374], [4.27693, -3.38589, 3.24424], [5.77012, -1.36789, 3.43014], [4.02732, 1.31381, 2.49654], [4.24732, 2.72531, 2.35134], [3.14632, 3.38051, 1.51964], [5.58612, 2.92001, 1.64224], [4.29052, 3.31521, 3.76224], [-1.53988, 0.45791, 2.61154], [-0.85507, -0.33329, 1.17924], [-0.65007, 1.40831, 1.41474], [-0.24507, -1.30139, 3.95904], [1.52672, -1.30569, 3.91544], [0.62113, -1.94719, 2.55454], [0.08163, 1.15761, 4.53264], [0.66062, 2.27881, 3.30524], [1.80522, 1.23791, 4.15734], [4.54052, -2.78299, 0.53184], [6.10362, -3.17319, 1.25724], [5.75222, -1.52309, 0.73154], [3.43972, -3.80529, 2.69194], [3.95013, -3.17599, 4.25794], [5.07812, -4.11659, 3.28114], [6.02413, -0.41559, 2.97294], [6.66982, -1.96399, 3.54674], [5.34332, -1.17189, 4.40954], [3.12392, 2.94371, 0.52234], [3.35242, 4.44521, 1.43994], [2.17293, 3.24441, 1.98184], [5.53612, 2.50661, 0.63754], [6.38652, 2.42481, 2.18354], [5.81412, 3.97961, 1.57884], [3.32542, 3.23471, 4.25514], [4.56342, 4.36411, 3.71284], [5.02913, 2.79511, 4.36444], [0.77863, -0.61009, -4.10226], [0.89563, 0.32551, -3.03996], [0.89583, 1.68951, -3.45136], [1.66972, 2.51011, -2.41546], [1.06703, 2.46261, -1.12696], [0.00573, 3.38411, -0.93056], [1.47862, -0.37959, -4.91106], [-0.24237, -0.63149, -4.49876], [1.02063, -1.58319, -3.68406], [-0.14007, 2.04711, -3.53236], [1.38552, 1.79101, -4.42366], [1.76182, 3.54831, -2.75286], [2.66412, 2.07411, -2.28126], [0.27703, 4.38181, -1.28876], [-0.16307, 3.44261, 0.14374], [-0.91187, 3.04951, -1.42756], [-3.94797, 3.66561, -1.68596], [-4.17488, 2.27551, -0.39216], [-6.04198, 2.05771, -0.06626], [-3.37618, 2.77191, 1.26534], [-2.99778, 0.26501, -1.21826], [-3.71278, 0.17181, -3.53546], [-3.32328, -1.49369, -4.38286], [-5.60428, 0.43581, -3.50926], [-2.83037, 1.52611, -4.56246], [-3.94337, -1.74639, -0.20126], [-2.95738, -2.18189, 1.36924], [-3.74818, -3.23759, -1.37346], [-5.76928, -1.42569, 0.24974], [-4.63507, 4.47541, -1.46136], [-4.16597, 3.33521, -2.69796], [-2.94978, 4.09471, -1.67536], [-6.46668, 3.03891, 0.13064], [-6.23408, 1.44541, 0.80824], [-6.58308, 1.63331, -0.90536], [-3.92627, 3.59951, 1.70284], [-2.34517, 3.09151, 1.15564], [-3.40508, 1.95131, 1.97604], [-4.16257, -2.17779, -4.30996], [-2.45327, -1.99429, -3.96706], [-3.13948, -1.33699, -5.44246], [-6.08158, -0.18989, -2.75926], [-6.02938, 0.16871, -4.47226], [-5.86538, 1.47071, -3.30986], [-1.96208, 1.12531, -5.07836], [-2.50947, 2.37971, -3.97126], [-3.50017, 1.89961, -5.33186], [-1.90977, -2.36419, 1.13844], [-3.35318, -3.08199, 1.83444], [-3.00918, -1.38819, 2.10784], [-2.73538, -3.29879, -1.76246], [-4.43347, -3.19659, -2.21326], [-3.95217, -4.15989, -0.83556], [-5.84528, -0.86829, 1.17874], [-6.29768, -2.36319, 0.39464], [-6.30178, -0.87369, -0.51856], [-0.10137, -5.31559, -0.66746], [0.91842, -4.31709, -0.91646], [2.23083, -4.78589, -1.31586], [0.65273, -3.06289, -0.83936], [0.39383, -1.93189, -0.76896], [0.26163, -6.03639, 0.06634], [-0.33577, -5.85069, -1.59096], [-1.00498, -4.84309, -0.28766], [2.68192, -5.35999, -0.50466], [2.87132, -3.94159, -1.55946], [2.14073, -5.42979, -2.19326]], "forces_ev_per_a": [[-0.87, -0.03, 0.05], [0.74, -0.12, 0.08], [-1.40, 0.03, 0.81], [0.16, 0.24, -0.23], [0.16, -0.13, -0.40], [-0.01, 0.22, -1.37], [-0.03, 0.20, 0.76], [0.32, 0.03, -0.63], [-0.34, 0.25, -0.38], [0.57, -0.71, 0.23], [-0.22, 0.17, 0.25], [0.05, 0.34, -0.15], [-0.30, -0.04, -0.16], [-0.23, -0.59, -0.35], [0.30, 0.94, -0.01], [0.16, -0.33, 0.30], [-0.26, -0.18, 0.24], [-0.03, -0.25, -0.30], [-0.15, -0.01, -0.02], [-0.15, -0.11, 0.00], [-0.08, 0.18, 0.00], [-0.08, -0.02, 0.08], [0.06, -0.08, 0.16], [-0.08, -0.14, -0.10], [-0.06, -0.04, 0.10], [-0.01, 0.11, -0.02], [0.15, -0.01, 0.18], [-0.13, -0.17, -0.10], [0.12, -0.03, -0.02], [0.19, 0.14, -0.08], [-0.08, -0.10, -0.09], [-0.06, 0.01, 0.13], [0.11, -0.09, 0.04], [0.17, 0.11, -0.04], [0.11, -0.05, 0.02], [0.00, 0.02, 0.14], [-0.02, 0.03, -0.22], [-0.04, 0.05, -0.08], [-0.15, 0.02, 0.06], [0.05, -0.03, -0.19], [0.10, -0.05, 0.09], [0.06, 0.10, -0.07], [-0.13, -0.03, 0.02], [0.03, 0.15, -0.01], [0.11, -0.06, 0.05], [-0.23, -0.46, -0.21], [0.49, 0.31, 1.21], [-0.06, 0.64, 0.32], [-0.06, -0.24, -0.68], [0.42, -1.18, 0.20], [-0.69, 0.24, 0.21], [-0.02, 0.06, 0.16], [0.11, 0.07, 0.10], [-0.04, -0.06, -0.05], [0.15, -0.10, -0.07], [-0.01, -0.02, 0.04], [0.01, -0.12, 0.07], [0.00, 0.16, -0.15], [0.14, -0.17, -0.03], [-0.05, -0.03, -0.05], [0.12, 0.01, 0.07], [0.03, -0.58, 0.42], [-0.34, -0.17, -0.06], [0.74, 0.02, -0.17], [-0.19, -0.21, -0.62], [0.19, 0.12, -0.08], [-0.53, 0.01, 0.08], [-0.08, 0.44, 0.41], [0.78, -0.11, -0.22], [-0.21, -0.35, 0.51], [-0.40, 0.15, 0.00], [-0.25, 0.24, -0.47], [-0.07, 0.63, 0.32], [0.68, -0.27, -0.18], [-0.19, 0.13, 0.14], [-0.04, -0.08, -0.09], [0.20, -0.01, -0.01], [-0.02, 0.23, 0.03], [0.03, -0.14, 0.13], [-0.02, -0.09, -0.16], [-0.17, 0.17, 0.03], [0.21, 0.03, -0.06], [-0.03, -0.16, 0.09], [-0.14, -0.10, 0.09], [0.16, -0.05, 0.09], [0.02, 0.15, -0.18], [0.02, -0.08, 0.12], [-0.09, -0.01, -0.24], [-0.02, 0.18, 0.08], [0.16, -0.14, -0.03], [0.00, 0.11, 0.11], [-0.19, 0.03, -0.12], [0.17, -0.01, -0.06], [-0.16, -0.14, -0.02], [-0.01, 0.14, 0.12], [0.19, 0.03, -0.12], [-0.08, 0.05, -0.15], [-0.08, -0.10, 0.21], [0.05, 0.13, 0.13], [-0.04, -0.25, 0.06], [0.03, 0.09, -0.13], [-0.58, -0.53, 0.09], [-0.04, -0.15, 0.01], [0.56, -0.19, -0.19], [-0.18, 0.47, 0.09], [0.85, 1.05, -0.01], [0.01, 0.08, 0.02], [0.01, 0.08, 0.04], [0.02, -0.01, -0.01], [-0.02, 0.04, -0.02], [0.02, -0.01, 0.00], [-0.01, 0.07, 0.04]]}

***

[2]
{"formula": "C6H14Cl2N", "method": "ωB97M-V/def2-TZVPD", "relative_energy_ev": 5.8654, "total_charge": 1, "gap_ev": [6.30, 9.59], "homo_ha": [-0.4008, -0.4703], "elements": ["C", "C", "C", "C", "C", "C", "N", "Cl", "Cl", "H", "H", "H", "H", "H", "H", "H", "H", "H", "H", "H", "H", "H", "H"], "xyz": [[3.85792, -0.83544, 1.64532], [-0.79162, 0.52016, 0.84554], [-0.54272, 1.56620, -1.26380], [-2.25619, -0.17904, -1.06705], [0.36369, -0.73750, -0.85174], [3.85431, -0.22320, 0.27400], [-0.74861, 0.25767, -0.60776], [5.44610, -0.23066, -0.47969], [2.55691, 0.46666, -0.36478], [4.61725, -0.38065, 2.13591], [2.93260, -0.65409, 2.10199], [4.14210, -1.88335, 1.58972], [-0.01710, 1.03114, 1.31189], [-1.70981, 1.26105, 1.17689], [-0.81689, -0.45494, 1.38320], [0.49007, 1.85397, -0.92813], [-0.50907, 1.47373, -2.29235], [-1.31381, 2.23090, -1.00136], [-2.17081, -0.23044, -2.21763], [-2.58293, -1.15423, -0.88409], [-2.95813, 0.53962, -0.72641], [0.37866, -1.38285, -0.05373], [0.35722, -1.04859, -1.96873]], "forces_ev_per_a": [[-0.85, -0.95, -2.85], [-3.94, 0.00, 2.02], [2.80, -0.49, 1.37], [2.84, 0.47, -3.22], [-1.91, 1.69, -4.16], [2.96, -1.11, 1.06], [-1.94, -0.47, 0.44], [-1.45, 0.07, -0.04], [-0.96, 1.03, -0.79], [2.30, 1.50, 1.98], [-1.26, -0.06, 0.88], [-0.35, -0.27, 0.02], [2.22, 0.97, -0.26], [1.86, -2.31, -1.18], [-0.60, 0.71, -0.40], [-1.25, 0.45, -0.29], [-0.02, -0.45, -2.16], [-0.74, 0.91, 0.60], [-0.20, 0.69, 1.73], [0.19, -1.61, 1.39], [-0.29, 0.80, 0.30], [0.33, -1.85, 1.32], [0.25, 0.29, 2.25]]}

***

[3]
{"formula": "C2HCl3NO2", "method": "ωB97M-V/def2-TZVPD", "smiles": "O=C([O-])NC(Cl)(Cl)Cl", "relative_energy_ev": 0.3264, "total_charge": -1, "gap_ev": 8.19, "homo_ha": -0.1829, "elements": ["C", "C", "N", "O", "O", "Cl", "Cl", "Cl", "H"], "xyz": [[-0.43210, 1.44635, 0.80573], [-1.67088, -0.61466, -0.14440], [-0.49252, -0.15744, 0.68828], [0.47880, 1.82294, 0.13280], [-1.28916, 1.87823, 1.49864], [-1.54159, -2.45572, -0.45311], [-3.16907, -0.32422, 0.69888], [-1.68712, 0.06718, -1.90807], [0.39890, -0.30471, 0.05927]], "forces_ev_per_a": [[-0.31, -2.80, -0.54], [3.10, 0.13, 1.16], [-0.53, -1.53, -3.60], [2.47, 1.69, -1.33], [-2.09, 1.72, 1.92], [0.04, 0.77, 0.26], [-0.06, 0.12, -0.35], [-0.25, -0.10, 1.08], [-2.37, 0.00, 1.40]]}